# 1
C22H15ClN6O13Pm as an isolated structure, computed with the ωB97M-V functional and the def2-TZVPD basis.

charge: -1
E_LUMO (spin up / spin down): 1.47 / 1.48 eV
2S+1: 5
HOMO level (spin up / spin down): -6.3 / -6.3 eV
energy: -3222.558391 hartree
ΔE to the lowest compared entry with this formula, charge and spin: 152.5 kJ/mol

Geometry as XYZ:
```
58
Properties=species:S:1:pos:R:3:forces:R:3
O -2.302 1.906 -6.165 0.5 -0.7 0.3
H -0.920 4.045 5.470 0.2 -0.2 0.1
C 0.114 -0.010 5.721 0.0 0.0 -1.1
C -0.205 1.303 -1.667 0.3 -1.2 -0.1
O 0.277 4.065 3.137 -0.1 0.5 0.1
O 2.034 -0.030 2.306 0.0 -0.4 -0.5
C -2.599 -1.496 -1.838 0.7 -0.2 0.6
C -0.926 2.526 -1.623 0.4 -0.7 -0.4
O -1.002 -0.739 3.146 -0.4 -0.8 0.1
O 3.243 -1.774 3.022 0.0 -0.1 -0.7
H 0.083 4.164 2.181 0.0 -0.3 0.1
H 2.575 -5.342 0.673 0.3 0.0 0.1
H 1.586 -1.861 -3.795 0.1 0.1 0.1
O 1.710 -0.808 -2.988 0.3 -0.1 0.3
H -1.513 -1.561 -0.058 0.3 -0.1 0.3
O 3.543 -5.277 0.712 -0.3 0.1 0.0
C -1.605 2.911 -2.767 0.8 0.0 -0.6
C -0.129 3.315 5.708 -0.3 0.4 -0.4
H -3.624 -1.957 -3.702 0.2 0.1 0.0
H -0.975 0.375 -4.911 0.2 -0.5 -0.4
C -0.036 2.362 4.569 -1.0 -0.2 -0.3
C -0.280 0.480 -2.844 -0.1 0.4 0.4
C -0.389 0.909 4.608 0.4 -0.4 1.0
C -1.527 -2.136 -3.935 -0.6 0.1 1.8
C -0.901 0.909 -3.993 -0.2 0.4 0.8
C 2.568 -1.206 2.183 -0.5 -0.1 0.4
O 0.820 -2.616 -4.084 -0.3 -0.5 -0.3
H -2.042 3.877 -2.871 -0.4 0.5 0.3
O -2.692 3.736 -5.173 0.1 0.4 0.5
O 0.510 0.819 -0.697 -0.6 0.8 -0.9
H -0.588 -0.848 5.807 0.3 0.1 0.1
C -0.817 3.369 -0.386 -0.7 0.9 0.7
N 1.085 -1.524 0.243 0.1 -0.3 1.2
H 0.179 0.535 6.652 -0.1 0.1 0.3
N 0.395 -0.807 -2.740 -1.1 0.2 0.0
C 1.897 -3.248 -0.890 -0.6 0.8 0.6
H -0.356 2.845 6.645 -0.1 -0.4 0.4
C -0.140 -1.922 -1.768 0.4 0.7 0.1
H -1.552 -2.561 -4.893 -0.2 -0.3 -1.3
Pm -0.003 0.629 1.476 0.7 0.9 0.4
C 2.742 -3.075 0.187 -1.0 0.4 0.1
N 0.872 -2.321 -0.809 0.7 -0.5 -1.0
C -0.166 -2.123 -3.379 -0.1 0.7 0.7
O -0.844 4.592 -0.460 0.1 0.0 -0.6
N -1.053 0.520 3.573 0.5 0.6 0.2
C -2.652 -1.849 -3.227 0.8 -0.1 -1.0
O -0.769 2.766 0.757 0.2 -0.8 -0.1
N 0.139 2.733 3.360 0.4 -0.6 -0.6
H 1.133 -0.398 5.503 -0.6 0.2 -0.1
H -3.503 -1.214 -1.312 0.0 -0.1 -0.1
N -2.215 2.618 -5.181 -0.3 0.3 0.5
C 2.157 -1.951 0.885 0.6 0.0 -0.2
C 3.895 -3.987 0.492 -0.1 0.5 0.0
C -1.454 -1.639 -1.131 -0.1 0.2 -0.9
H 0.780 3.882 5.810 0.4 0.2 0.1
C -1.554 2.136 -3.926 -0.2 -0.1 -0.6
O 5.036 -3.647 0.504 0.1 0.0 0.1
Cl 1.959 -4.397 -2.115 0.1 -0.5 -0.2
```
Positions in Å, forces in eV/Å.

---

# 2
C13H6Cl3CoNO5S4 as an isolated structure, computed with the ωB97M-V functional and the def2-TZVPD basis.

charge: -2
E_LUMO (spin up / spin down): 4.08 / 4.08 eV
2S+1: 4
HOMO level (spin up / spin down): -0.4 / -1.0 eV
energy: -5286.214022 hartree

Geometry as XYZ:
```
33
Properties=species:S:1:pos:R:3:forces:R:3
C 1.075 -2.923 4.120 0.0 0.1 -0.1
C -1.408 3.117 -2.064 -0.1 0.1 0.1
S -1.549 -2.567 -2.184 -0.2 0.2 0.2
C 0.473 -2.793 2.885 0.1 0.1 0.0
O 0.275 -1.701 0.797 0.1 -0.5 0.2
H 0.461 2.024 -4.699 0.0 0.0 0.0
C 2.508 -1.058 3.598 0.0 0.0 0.0
H -2.166 3.832 -1.770 0.0 0.0 0.0
C 0.401 1.148 -2.758 0.0 -0.1 0.1
H 0.744 -3.696 4.799 0.0 0.0 0.0
O 2.095 -0.143 -3.869 -0.1 0.1 0.0
S -3.752 -0.095 -1.500 -0.3 0.1 -0.2
C 1.889 -0.948 2.372 -0.2 -0.2 0.0
S -2.516 -2.345 -3.859 0.0 0.0 0.1
C 0.039 2.078 -3.707 0.1 0.0 -0.1
Co 0.208 -0.190 -0.389 -0.1 -0.4 0.5
C -0.965 2.162 -1.115 0.1 -0.1 -0.1
H 3.305 -0.379 3.869 0.0 0.0 0.0
H -2.304 2.391 1.717 0.0 -0.1 0.1
Cl -0.805 -3.880 2.450 -0.1 -0.1 0.0
C -1.299 1.971 0.227 0.1 -0.3 0.3
H -1.261 3.765 -4.086 0.0 0.0 0.0
C -0.911 3.064 -3.337 0.0 -0.1 0.0
O -2.124 2.830 0.879 0.0 0.1 -0.2
O -0.821 0.988 0.889 -0.2 0.1 -0.1
Cl 2.375 0.276 1.247 0.3 0.2 0.0
Cl 2.866 -2.204 6.031 0.1 0.0 0.2
C 1.373 -0.020 -2.886 0.1 -0.1 0.0
N -0.091 1.182 -1.526 -0.3 1.1 -0.7
O 1.352 -0.779 -1.845 0.2 -0.2 -0.1
C 0.837 -1.801 1.932 0.1 0.1 0.0
C 2.094 -2.052 4.470 -0.1 0.0 -0.1
S -2.397 -1.255 -0.687 0.4 -0.4 -0.2
```
Positions in Å, forces in eV/Å.

---

# 3
C34H28Cl5N2O2P2Pd as an isolated structure, computed with the ωB97M-V functional and the def2-TZVPD basis.

charge: +1
E_LUMO (spin up / spin down): -4.06 / -4.06 eV
HOMO level (spin up / spin down): -11.1 / -11.1 eV
energy: -4683.787474 hartree
ΔE to the lowest compared entry with this formula, charge and spin: 130.4 kJ/mol

Geometry as XYZ:
```
74
Properties=species:S:1:pos:R:3:forces:R:3
C 0.944 2.476 2.468 -0.5 -1.7 0.1
Cl 2.479 6.131 2.015 0.0 0.0 0.0
C -4.720 -1.599 -1.662 -0.1 0.0 0.0
H -0.181 3.141 -4.692 0.0 0.1 0.0
C -0.326 2.084 -4.528 0.0 0.0 0.0
H 3.432 0.973 -4.013 0.0 0.0 -0.1
C -5.501 1.481 3.139 -0.3 0.3 -0.2
C 2.911 -2.719 -0.069 -0.4 0.4 -0.2
H 2.256 -3.806 -1.808 -0.1 0.0 -0.1
C 4.878 -4.652 0.149 0.0 0.0 0.0
C 1.457 2.116 3.704 -0.2 0.3 -0.5
C 2.968 -3.749 -0.997 0.0 0.1 0.0
C -0.593 -0.140 -5.399 0.0 -0.1 -0.1
C 3.187 2.307 -0.911 0.0 -0.1 0.0
C 3.211 1.042 -2.959 0.0 0.0 -0.1
Cl 0.642 4.123 0.399 -0.1 0.2 -0.1
H -1.937 -1.408 1.014 -0.3 -0.1 -0.1
H 3.863 3.070 -2.789 0.1 0.1 -0.1
H 2.434 1.268 0.825 0.1 0.0 -0.3
C -2.730 -1.469 0.264 0.2 0.0 0.1
P -0.830 -0.336 -1.333 -0.4 -1.0 -0.6
H -5.074 2.312 2.581 0.0 -0.1 0.0
H 4.001 -5.523 -1.594 0.0 -0.1 -0.1
O -0.523 0.782 -0.403 0.3 0.7 0.7
C 2.569 4.217 3.922 0.0 0.0 0.0
C -3.485 -1.070 -1.994 0.1 0.0 0.0
O 1.280 -1.092 1.329 -0.2 -0.1 0.5
C -4.960 -2.060 -0.378 0.0 0.1 -0.1
C 3.952 -4.717 -0.879 0.0 -0.1 -0.1
H 3.786 -1.838 1.668 0.0 0.0 0.1
N -4.455 0.612 3.634 -0.8 0.1 0.4
C -0.439 1.595 -3.239 0.0 0.0 0.2
H -0.304 1.599 -6.612 0.0 0.0 -0.1
C -0.635 0.233 -3.035 -0.2 -0.2 0.4
Cl 0.999 0.511 4.189 0.1 -0.1 0.3
H -3.291 -0.708 -2.993 0.0 0.0 -0.1
C 2.688 -0.052 -2.296 0.0 0.0 0.1
H -0.649 -0.814 -6.240 0.0 -0.1 -0.1
H 3.394 3.220 -0.375 0.0 0.1 0.0
C 1.269 3.718 1.949 -0.5 -0.5 -0.4
H 5.643 -5.408 0.232 0.1 -0.1 0.0
N -2.205 0.642 2.677 -0.1 0.0 0.1
H -4.150 -2.362 1.584 0.0 0.0 0.1
H -0.377 2.251 -2.382 0.0 0.1 0.0
C -3.966 -1.993 0.588 0.1 0.0 0.1
H -5.576 -1.052 4.243 0.1 0.0 0.0
H 0.529 -2.233 -2.075 0.1 0.0 -0.1
C 2.399 0.046 -0.939 0.0 -0.5 0.3
Cl 2.873 2.481 5.986 -0.1 -0.1 -0.1
C 0.242 -1.846 -1.099 0.1 0.6 0.3
C -0.715 -0.636 -4.115 0.0 0.0 0.0
H -6.189 0.930 2.491 0.0 0.0 0.0
C 2.264 2.959 4.458 0.0 0.1 -0.2
H -0.318 -2.620 -0.565 0.1 0.1 0.0
P 1.693 -1.377 -0.073 0.3 -0.5 -1.0
Cl 3.555 5.301 4.814 0.0 -0.1 0.0
H -5.927 -2.470 -0.133 -0.1 -0.1 0.1
H -3.950 -0.930 4.951 0.0 0.0 0.0
C 3.455 2.219 -2.268 0.0 0.0 0.0
H -5.245 0.147 5.506 0.0 0.0 0.0
C 2.082 4.598 2.668 0.0 -0.2 0.1
H -6.062 1.874 3.988 0.0 0.0 0.0
C 3.845 -2.651 0.959 0.0 0.1 0.1
C -3.271 0.632 3.127 1.2 0.0 -0.5
C -2.492 -1.009 -1.028 0.6 0.2 -0.3
C 2.657 1.218 -0.242 0.0 -0.1 0.2
Pd -0.054 0.686 1.812 1.2 2.6 0.9
C 4.827 -3.617 1.068 0.0 0.0 0.0
H -0.878 -1.693 -3.949 0.0 -0.1 -0.1
C -0.401 1.218 -5.607 0.0 0.0 0.0
H 5.554 -3.563 1.864 0.1 0.0 0.1
H -5.500 -1.655 -2.405 -0.1 0.0 -0.1
H 2.512 -0.981 -2.823 0.0 0.0 -0.1
C -4.824 -0.364 4.638 -0.1 -0.3 0.3
```
Positions in Å, forces in eV/Å.

---

# 4
A 2-piece molecular cluster, H6NO overall, computed with the ωB97M-V functional and the def2-TZVPD basis.

charge: +1
E_LUMO: -4.23 eV
HOMO level: -17.3 eV
energy: -133.317349 hartree
ΔE to the lowest compared entry with this formula, charge and spin: 79.6 kJ/mol

Geometry as XYZ:
```
8
Properties=species:S:1:pos:R:3:forces:R:3
H -0.740 1.828 0.036 1.5 -1.4 -1.5
N -0.394 0.945 -0.490 -0.6 -0.6 1.1
H 0.836 -1.593 1.621 -0.6 0.6 -2.2
H 0.509 0.978 -1.125 -2.4 0.5 1.8
H 0.741 -1.758 -0.079 -0.4 1.2 2.9
H -0.226 0.129 0.338 0.2 1.3 -2.0
O 0.516 -1.178 0.751 0.9 -1.9 -0.6
H -1.242 0.648 -1.052 1.4 0.3 0.5
```
Positions in Å, forces in eV/Å.

---

Calculated values (hartree/bohr) of maximum force for the records, taken in order: 0.03718, 0.02597, 0.05816, 0.06061.